Entry 1:
DFT (ωB97M-V with the def2-TZVPD basis set) results for a cluster of 2 separate species, C9H16N4O2 in total in a non-equilibrium geometry.

Geometry (Å):
1 C -0.264 -0.845 3.110
2 C 0.644 0.092 -0.774
3 C -1.420 -0.066 1.106
4 C 1.373 -1.077 -0.610
5 C 0.629 -0.885 -2.685
6 C 1.892 -2.113 0.303
7 C -3.728 0.380 0.671
8 C 1.600 1.318 0.994
9 C -0.064 2.320 -0.613
10 N -0.914 -0.285 2.217
11 N 0.349 -1.199 -3.928
12 N -2.465 0.663 0.719
13 N 0.449 1.149 0.088
14 O 1.253 -1.665 -1.903
15 O 0.224 0.204 -2.090
16 H -0.475 -1.725 3.588
17 H 1.173 -2.476 1.079
18 H 2.738 -1.611 0.763
19 H 2.369 -2.975 -0.212
20 H -4.443 1.182 0.206
21 H -4.079 -0.569 1.191
22 H 0.565 -0.496 3.756
23 H 1.178 1.929 1.809
24 H 1.661 0.339 1.447
25 H 2.356 1.742 0.303
26 H 0.649 2.890 -1.006
27 H -0.733 2.145 -1.343
28 H -0.487 2.859 0.139
29 H 0.132 -2.158 -4.126
30 H -0.191 -0.600 -4.538
31 H -1.971 1.534 0.340

Output
- total charge = +2
- strongest force on any atom (eV Å⁻¹) = 4.4
- ΔE to the lowest compared entry with this formula, charge and spin (eV) = 5.2364
- 2S+1 = 1
- molecular weight (Da) = 212.3

=====

Entry 2:
DFT (ωB97M-V with the def2-TZVPD basis set) results for a structure of composition C2H12NOSn in a non-equilibrium geometry.

Geometry (Å):
1 C -0.152 -0.816 -2.091
2 Sn 0.632 0.794 -0.886
3 N 0.585 2.148 1.208
4 H 0.310 2.186 -1.861
5 H -0.284 2.666 1.328
6 H 2.225 0.165 -0.736
7 H 0.254 -0.562 -3.084
8 H -1.247 -0.820 -2.116
9 H 0.252 -1.776 -1.746
10 H 0.809 1.672 2.091
11 H 1.325 2.810 1.004
12 C -0.523 -1.598 1.368
13 O -1.103 -0.470 0.649
14 H 0.322 -1.196 1.960
15 H -0.196 -2.367 0.635
16 H -1.277 -2.058 2.051
17 H -1.933 -0.778 0.226

Output
- total charge = -1
- strongest force on any atom (eV Å⁻¹) = 1.7
- ΔE to the lowest compared entry with this formula, charge and spin (eV) = 0.0000
- 2S+1 = 1
- molecular weight (Da) = 184.8

=====

Entry 3:
DFT (ωB97M-V with the def2-TZVPD basis set) results for a cluster of 3 separate species, C8H12I2O2 in total in a non-equilibrium geometry.

Geometry (Å):
1 C 1.212 0.677 1.517
2 C 0.507 -0.113 0.949
3 C -0.323 -0.887 0.007
4 O -1.328 0.025 -0.381
5 C -0.662 -2.239 0.661
6 C -1.806 -2.861 0.309
7 C -2.109 -4.235 0.875
8 H 1.660 1.401 2.078
9 H 0.277 -1.068 -0.845
10 H -1.830 0.256 0.442
11 H 0.171 -2.521 1.336
12 H -2.506 -2.584 -0.438
13 H -1.399 -4.930 0.493
14 H -2.312 -4.256 1.949
15 H -3.073 -4.797 0.450
16 C 1.339 4.113 -0.232
17 C 0.395 3.351 -0.790
18 O 0.620 2.391 -1.665
19 I -1.684 3.438 -0.220
20 H 1.250 4.912 0.390
21 H 2.460 3.953 -0.437
22 H -0.067 1.763 -1.598
23 I 4.144 1.534 -2.732
24 H 5.062 2.677 -2.120

Output
- strongest force on any atom (eV Å⁻¹) = 3.7
- ΔE to the lowest compared entry with this formula, charge and spin (eV) = 1.7507
- 2S+1 = 1
- molecular weight (Da) = 394.0

=====

Entry 4:
DFT (ωB97M-V with the def2-TZVPD basis set) results for a cluster of 2 separate species, C2H4N5 in total in a non-equilibrium geometry.

Geometry (Å):
1 C 1.536 -0.531 0.997
2 C -1.777 0.184 -0.896
3 N -1.090 -1.165 1.035
4 N 0.072 1.144 -2.132
5 N -0.756 0.680 -1.611
6 N -1.490 -0.529 0.179
7 N 1.234 0.666 0.710
8 H 2.527 -0.863 1.317
9 H 0.706 -1.359 0.727
10 H -2.868 0.365 -1.099
11 H 1.907 1.410 0.773

Output
- total charge = +1
- strongest force on any atom (eV Å⁻¹) = 4.1
- ΔE to the lowest compared entry with this formula, charge and spin (eV) = 2.3551
- 2S+1 = 1
- molecular weight (Da) = 98.1

=====

Entry 5:
DFT (ωB97M-V with the def2-TZVPD basis set) results for the molecule C4H4O in a non-equilibrium geometry.

Geometry (Å):
1 C 1.527 0.130 0.264
2 C 0.257 -2.033 0.083
3 C -0.978 0.009 -0.082
4 C 0.404 0.758 0.022
5 O -0.802 -1.417 -0.050
6 H 2.529 0.519 0.104
7 H -1.671 0.168 0.650
8 H -1.525 0.075 -1.125
9 H 0.258 1.791 0.135

Output
- <S²> = 2.02
- strongest force on any atom (eV Å⁻¹) = 4.8
- ΔE to the lowest compared entry with this formula, charge and spin (eV) = 3.4045
- 2S+1 = 3
- molecular weight (Da) = 68.1

=====

Entry 6:
DFT (ωB97M-V with the def2-TZVPD basis set) results for the molecule C18H39NO in a non-equilibrium geometry.

Geometry (Å):
1 C 1.404 -3.103 3.165
2 C 1.133 -2.286 1.763
3 C -0.356 -2.628 1.084
4 C -0.112 -2.745 -0.533
5 C -1.298 -2.099 -1.464
6 C -2.825 -2.376 -0.935
7 C -3.904 -1.574 -1.930
8 C -4.843 -0.492 -1.127
9 C -4.242 1.065 -1.174
10 C -3.504 1.325 0.281
11 C -2.265 2.405 0.201
12 C -0.973 1.738 1.027
13 C -0.199 2.810 1.996
14 C 1.300 3.245 1.497
15 C 2.437 2.047 1.644
16 C 2.593 1.141 0.287
17 O 3.883 1.375 -0.445
18 C 3.531 0.944 -1.838
19 C 4.836 0.586 -2.763
20 N 6.160 0.918 -2.099
21 H 1.037 -2.502 4.121
22 H 0.974 -4.191 3.100
23 H 2.585 -3.207 3.272
24 H 1.163 -1.115 1.925
25 H 2.017 -2.588 1.030
26 H -0.641 -3.698 1.529
27 H -1.120 -1.804 1.414
28 H 0.873 -2.113 -0.769
29 H 0.142 -3.850 -0.830
30 H -1.214 -2.640 -2.526
31 H -1.066 -0.969 -1.661
32 H -3.079 -3.531 -1.087
33 H -2.993 -2.130 0.199
34 H -3.375 -1.051 -2.843
35 H -4.655 -2.366 -2.412
36 H -5.963 -0.484 -1.537
37 H -4.936 -0.854 0.000
38 H -3.519 1.201 -2.103
39 H -5.157 1.806 -1.365
40 H -4.299 1.769 1.025
41 H -3.174 0.275 0.706
42 H -1.904 2.625 -0.903
43 H -2.507 3.420 0.743
44 H -1.339 0.851 1.736
45 H -0.305 1.235 0.207
46 H -0.892 3.765 2.170
47 H -0.071 2.326 3.077
48 H 1.296 3.620 0.387
49 H 1.656 4.118 2.221
50 H 3.463 2.583 1.865
51 H 2.201 1.384 2.607
52 H 1.747 1.433 -0.503
53 H 2.527 -0.026 0.508
54 H 2.862 1.721 -2.404
55 H 2.890 -0.051 -1.686
56 H 4.774 -0.584 -2.990
57 H 4.695 1.188 -3.784
58 H 6.201 1.904 -1.761
59 H 6.344 0.236 -1.319

Output
- strongest force on any atom (eV Å⁻¹) = 2.9
- ΔE to the lowest compared entry with this formula, charge and spin (eV) = 8.8275
- 2S+1 = 1
- molecular weight (Da) = 285.5